# 1
C5H12NO | ωB97M-V/def2-TZVPD

```
19
C5H12NO, DFT ωB97M-V/def2-TZVPD
C -2.58944 -0.90987 0.21405
C 1.15838 -0.79208 1.22115
C 1.37195 -0.28544 -1.23782
C -0.40712 1.98937 -0.11285
C 0.37574 -0.62530 -0.11098
N -0.54525 0.52804 0.00715
O -1.85958 0.23607 0.25166
H -2.05878 -1.80300 0.20143
H -3.66273 -0.93512 0.29749
H 1.64024 0.13585 1.47998
H 0.47754 -1.05605 2.03771
H 1.98457 -1.54275 1.20201
H 2.19805 -1.07984 -1.22458
H 1.99949 0.67327 -1.04224
H 1.04472 -0.23635 -2.28008
H 0.66782 2.47349 0.00449
H -0.44722 2.15006 -1.15553
H -1.01969 2.58606 0.52307
H -0.32867 -1.50642 -0.27611
```

The HOMO-LUMO gap (spin up / spin down) comes out at 7.82 / 8.75 eV. As for the multiplicity: 1. The calculation puts the LUMO energy (spin up / spin down) at -5.96 / -5.46 eV. The relative energy (zero: lowest compared OMol25 entry of this formula, charge and spin) is 5.375 eV. The energy comes out at -8905.254 eV. The total charge is +1.

***

# 2
C6H9ClF3NO4P | ωB97M-V/def2-TZVPD

```
25
C6H9ClF3NO4P, DFT ωB97M-V/def2-TZVPD
O 1.77463 3.36425 0.93280
C 1.04321 2.46883 0.49516
O 0.11743 1.80364 1.04082
C 1.39982 2.01579 -0.98712
N 2.18245 0.76886 -0.85777
C 2.90552 0.28784 -1.95602
F 2.35548 -0.83744 -2.49955
F 4.15846 -0.07780 -1.62287
F 3.03988 1.17816 -2.95157
P 0.00700 1.70703 -2.18731
O -0.67200 0.40512 -1.43531
Cl -1.26404 3.25508 -1.67154
H 2.01285 2.80438 -1.43218
H 1.53895 0.04019 -0.55533
H -1.04406 -0.18082 -2.10861
C -2.60902 -2.90312 2.26296
C -2.18917 -1.92619 1.17983
O -2.64628 -2.02173 0.06132
C -1.18909 -0.87877 1.58043
H -3.32710 -3.61650 1.86380
H -1.73386 -3.43373 2.64286
H -3.05349 -2.36107 3.09968
H -0.27470 -1.37743 1.91455
H -1.56652 -0.29418 2.42118
H -0.96634 -0.19041 0.76979
```

The HOMO-LUMO gap comes out at 7.76 eV. As for the multiplicity: 1. The calculation puts the LUMO energy at 3.07 eV. The energy comes out at -46015.640 eV. The total charge is -1.

***

Number 1: molar mass 102.16 Da. Number 2: molar mass 282.56 Da.